C5H7N | wB97M-V/def2-TZVPD

- largest force on an atom (eV/A) = 1.4
- LUMO (hartree) = 0.04349
- energy relative to the best compared isomer or geometry (same formula, charge and spin) (kcal/mol) = 95.5
- M (u) = 81.1
- multiplicity = 1
- electronic energy (Ha) = -249.32100
- SMILES = C1[C@@H]2[C@H]1[C@@H]1N[C@H]21

Structure (XYZ):
```
13
Properties=species:S:1:pos:R:3:lowdin_charge:R:1
C -0.39 -1.05 0.87 -0.07
C -0.83 -0.32 -0.51 -0.12
C -0.56 0.42 0.74 -0.22
C 0.67 1.05 0.01 -0.20
N 1.57 0.06 -0.56 0.05
C 0.34 0.36 -1.25 -0.23
H -1.17 -1.70 1.23 0.09
H 0.56 -1.37 1.35 0.11
H -1.82 -0.34 -1.00 0.13
H -1.23 1.01 1.35 0.13
H 1.01 2.07 0.17 0.13
H 1.45 -0.84 -0.10 0.07
H 0.38 0.65 -2.30 0.13
```